This record from the Open Molecules 2025 dataset describes 2 unconnected molecules or ions with the total composition C3H9NSi in a non-equilibrium geometry. The level of theory is ωB97M-V with the def2-TZVPD basis set.

Each line ends with the Mulliken charge.
Cartesian coordinates (Å):
C -0.375 -2.051 2.357  -0.63
C -0.060 -0.821 2.427  -0.04
C 0.868 1.548 -0.402  -0.80
N 0.321 0.239 -0.355  0.02
Si -0.693 -0.589 -1.414  0.19
H -1.232 -2.481 2.817  0.29
H 0.162 -3.017 2.076  0.28
H 0.345 0.006 0.626  0.20
H 0.159 2.325 -0.143  0.28
H 1.770 1.740 0.309  0.24
H 1.241 1.702 -1.394  0.33
H -0.990 -1.611 -0.378  -0.14
H -1.863 -0.022 -2.076  -0.11
H 0.263 -1.076 -2.392  -0.10

Computed properties:
LUMO in eV: -0.828
Frontier orbital gap in eV: 7.83
Total charge: 0
Multiplicity: 1